Record 1
This record from the Open Molecules 2025 dataset describes a structure of composition C23H30F6N3O7S5Ti. The level of theory is wB97M-V/def2-TZVPD.

charge = 0
orbital gap (alpha / beta) = 6.84 / 6.74 eV
LUMO energy (alpha / beta) = -0.7 / -0.9 eV
ΔE to the lowest compared entry with this formula, charge and spin = 0.00 kcal/mol
spin multiplicity = 2
⟨S²⟩ = 0.754
HOMO level (alpha / beta) = -7.6 / -7.6 eV

Structure (XYZ):
```
75
C23H30F6N3O7S5Ti (wB97M-V/def2-TZVPD)
Ti 0.0488 -1.2472 -0.0084
C -2.6542 0.1691 4.2803
C -2.8105 1.6448 3.9899
S -1.8012 2.2719 2.6336
C -1.1104 3.6847 3.4405
C -0.0684 3.4347 4.5312
S 1.2444 2.2534 4.1075
C 1.0733 1.0313 5.4681
C -0.3028 0.3565 5.6483
S -1.0167 -0.4879 4.2072
H -3.0881 -0.0378 5.2412
H -3.2183 -0.4581 3.5688
H -3.8660 1.8032 3.8137
H -2.5107 2.2757 4.8176
H -0.5879 4.2716 2.6822
H -1.8703 4.3087 3.8641
H 0.4045 4.3909 4.7631
H -0.4542 3.0149 5.4407
H 1.8838 0.2945 5.3093
H 1.3774 1.4902 6.4007
H -0.1410 -0.3749 6.4210
H -1.0803 1.0255 6.0138
F 3.9949 -2.4817 0.6386
C 3.7720 -2.4285 1.9982
F 4.4234 -1.3581 2.4607
F 4.3934 -3.5217 2.5751
S 1.9694 -2.4234 2.7173
O 1.2495 -1.9568 1.3666
O 2.0290 -1.3628 3.7307
N -3.2244 -2.6738 1.7196
S -2.3998 -2.1618 0.6550
O -1.0549 -2.9189 0.1838
O -1.7881 -0.7459 0.6431
C -3.1711 -2.3439 -1.0826
F -4.3507 -1.7369 -1.1593
F -2.3814 -1.9331 -2.1460
F -3.3893 -3.6193 -1.3077
O -1.9853 2.1375 -6.1922
C -2.7843 1.5718 -5.1422
C -1.9147 1.1483 -3.9388
C -2.1604 1.5759 -2.6262
C -1.5416 0.9277 -1.5921
N -0.5842 0.0164 -1.8077
C -0.2250 -0.3011 -3.0367
C -0.9013 0.2125 -4.1187
C 0.8217 -1.3987 -3.1353
C 1.4224 -1.6899 -4.3613
C 2.3621 -2.7209 -4.4133
C 3.0815 -3.1000 -5.6884
O 2.5384 -2.6879 -6.8841
C 2.6636 -3.3384 -3.2202
C 2.0688 -2.9966 -2.0146
N 1.1005 -2.0690 -2.0305
H -2.5568 2.4918 -6.8516
H -3.2849 0.6649 -5.4748
H -3.5504 2.2412 -4.7099
H -2.9708 2.2676 -2.5205
H -1.8539 1.0957 -0.5886
H -0.7203 -0.1191 -5.1439
H 1.1847 -1.1388 -5.2527
H 3.2213 -4.1979 -5.6321
H 4.0463 -2.6142 -5.5796
H 1.7387 -3.2148 -7.0787
H 3.4243 -4.1135 -3.1881
H 2.3536 -3.4491 -1.1106
C 0.8153 3.2761 0.1080
O 0.2726 1.9091 0.1454
C 0.9613 0.8439 0.2974
C 2.3898 1.0900 0.6595
H 1.3002 3.4966 1.0434
H -0.0721 3.8909 -0.0439
H 1.5169 3.3418 -0.7261
H 2.9871 1.1048 -0.2906
H 2.7992 0.3453 1.3135
H 2.5125 2.0511 1.1995
```

Taken from the Mulliken analysis, the atomic charges in e are: -0.237, -0.989, -1.004, 0.209, -0.998, -0.955, -0.054, -0.701, -1.107, 0.107, 0.536, 0.339, 0.546, 0.455, 0.312, 0.546, 0.549, 0.371, 0.357, 0.524, 0.510, 0.503, -0.185, 0.555, -0.233, -0.273, 0.332, -0.216, -0.383, -0.894, 0.989, -0.504, -0.522, 0.569, -0.245, -0.194, -0.217, -0.515, -0.785, 0.672, -1.309, -0.991, 0.875, 0.098, -0.693, 0.820, -0.771, 0.633, -0.815, -0.513, -1.086, -0.617, 0.346, 0.304, 0.327, 0.350, 0.353, 0.986, 0.378, 0.601, 0.411, 0.299, 0.321, 0.387, 0.666, -0.967, 0.390, 1.096, -1.034, 0.269, 0.256, 0.314, 0.319, -0.162, 0.388


Record 2
This record from the Open Molecules 2025 dataset describes a cluster of 4 separate species, C23H30F6O11 in total. The level of theory is wB97M-V/def2-TZVPD.

charge = 0
orbital gap = 9.19 eV
LUMO energy = 0.4 eV
SMILES = O=C1OCC[C@@]1(CCC(F)=C(F)F)CCC(F)(F)F.C[C@@H]1COC(=O)O1.C[C@@H]1COC(=O)O1.C[C@@H]1COC(=O)O1
HOMO level = -8.8 eV

Structure (XYZ):
```
70
C23H30F6O11 (wB97M-V/def2-TZVPD)
O 3.3168 -1.9303 4.3478
C 3.1354 -2.9419 3.7421
O 2.9419 -4.1327 4.3740
C 2.3530 -5.0012 3.3954
C 3.1635 -4.6456 2.1706
C 3.0430 -3.1107 2.1759
C 4.2953 -2.3645 1.6750
C 4.3356 -1.9164 0.2052
C 4.8215 -3.0055 -0.7218
F 4.7867 -4.2798 -0.2650
C 5.3771 -2.7893 -1.9176
F 6.5348 -3.2581 -2.3466
F 4.8475 -1.9773 -2.8197
C 1.6749 -2.4490 1.8862
C 1.0354 -2.5685 0.4987
C 0.8149 -3.9590 -0.0387
F -0.2085 -3.9417 -0.9339
F 0.4650 -4.8575 0.9013
F 1.8721 -4.4412 -0.7274
H 1.2984 -4.7505 3.2635
H 2.3788 -6.0513 3.6746
H 3.0046 -5.2083 1.2573
H 4.1952 -4.8548 2.4721
H 4.4788 -1.4845 2.2896
H 5.1416 -3.0385 1.8261
H 3.3971 -1.4659 -0.1180
H 5.0778 -1.1205 0.1335
H 1.8234 -1.3831 2.0743
H 0.9381 -2.7611 2.6263
H 0.0397 -2.1316 0.5714
H 1.5448 -2.0119 -0.2852
C -3.9966 0.2757 -1.4180
C -3.7240 0.0755 0.0463
C -3.3716 1.3343 0.8097
O -2.5420 0.8206 1.8711
C -1.9691 -0.3147 1.4143
O -1.0813 -0.8895 1.9655
O -2.5275 -0.7071 0.2544
H -4.1023 -0.6846 -1.9232
H -4.9125 0.8501 -1.5575
H -3.1744 0.8094 -1.8859
H -4.5486 -0.4547 0.5311
H -4.2316 1.8528 1.2246
H -2.7825 2.0283 0.2059
C -2.1453 0.6888 -6.6362
C -2.9781 1.6506 -5.8318
C -2.7096 3.1205 -6.0814
O -3.0611 3.7086 -4.8226
C -2.8803 2.7712 -3.8671
O -2.9003 2.9814 -2.6967
O -2.6695 1.5566 -4.4260
H -2.3061 -0.3330 -6.2953
H -2.4109 0.7514 -7.6914
H -1.0836 0.9108 -6.5231
H -4.0425 1.4286 -5.9498
H -3.3119 3.5489 -6.8776
H -1.6527 3.3196 -6.2735
C -1.6639 3.6780 2.8773
C -0.8161 4.9088 2.6992
C -0.9018 5.9331 3.8114
O -0.6118 7.1529 3.1213
C -0.9821 6.9919 1.8255
O -1.0492 7.8676 1.0281
O -1.2660 5.6905 1.5765
H -1.6459 3.0724 1.9771
H -1.3008 3.0748 3.7087
H -2.7027 3.9551 3.0678
H 0.2255 4.6316 2.5123
H -0.1844 5.7738 4.6121
H -1.9091 6.0014 4.2301
```

Taken from the natural (NBO) analysis, the atomic charges in e are: -0.569, 0.805, -0.496, -0.080, -0.439, -0.121, -0.400, -0.463, 0.218, -0.318, 0.670, -0.293, -0.300, -0.417, -0.505, 0.981, -0.339, -0.333, -0.334, 0.180, 0.204, 0.245, 0.212, 0.243, 0.218, 0.220, 0.227, 0.243, 0.233, 0.276, 0.222, -0.635, 0.069, -0.103, -0.497, 0.981, -0.602, -0.492, 0.224, 0.223, 0.244, 0.182, 0.208, 0.202, -0.627, 0.066, -0.095, -0.484, 0.975, -0.586, -0.500, 0.233, 0.225, 0.220, 0.184, 0.208, 0.187, -0.623, 0.064, -0.094, -0.493, 0.968, -0.568, -0.497, 0.229, 0.230, 0.212, 0.183, 0.205, 0.181


Record 3
This record from the Open Molecules 2025 dataset describes a structure of composition C23H30HoN4O5S. The level of theory is wB97M-V/def2-TZVPD.

charge = +1
orbital gap (alpha / beta) = 6.05 / 6.10 eV
LUMO energy (alpha / beta) = -2.5 / -2.5 eV
spin multiplicity = 5
⟨S²⟩ = 6.008
HOMO level (alpha / beta) = -8.6 / -8.6 eV

Structure (XYZ):
```
64
C23H30HoN4O5S (wB97M-V/def2-TZVPD)
Ho 0.0185 -0.0038 0.0059
C 3.9651 -1.3133 2.7895
N 3.5991 -0.8377 1.4621
C 4.5735 -1.0858 0.4073
C 2.3069 -0.5786 1.0727
O 2.0179 -0.4898 -0.1207
C 1.2674 -0.4182 2.2359
O -0.1140 -0.1340 2.0064
C -0.4980 1.2255 2.2264
C -0.5924 2.2786 1.0682
O -0.4939 1.9886 -0.1252
N -0.8106 3.5758 1.4561
C -1.2967 3.9767 2.7690
C -0.9309 4.5794 0.4076
H 4.9982 -1.0342 3.0009
H 3.8684 -2.4031 2.8112
H 3.3328 -0.8882 3.5670
H 5.5603 -0.7654 0.7454
H 4.3246 -0.5381 -0.5014
H 4.5900 -2.1565 0.1847
H 1.6828 0.3005 2.9483
H 1.2595 -1.3903 2.7391
H 0.1192 1.6500 3.0233
H -1.5157 1.1623 2.6205
H -1.1201 3.2266 3.5361
H -2.3736 4.1544 2.7023
H -0.7952 4.9001 3.0651
H -0.3829 4.2906 -0.4887
H -0.5287 5.5270 0.7707
H -1.9877 4.7020 0.1552
O 0.0197 -0.0066 -1.9802
O -2.6118 -0.2473 1.5184
S -2.6523 -0.0162 -0.0008
C -4.4603 0.0125 -0.0043
C -5.2038 -1.0176 0.5782
C -6.5925 -0.9746 0.5550
C -7.2489 0.0961 -0.0502
C -6.5130 1.1222 -0.6312
C -5.1199 1.0810 -0.6086
C -2.6523 -1.3733 -1.1702
C -2.6126 -2.7005 -0.7180
C -2.6565 -3.7870 -1.6835
C -2.7107 -3.4963 -3.0258
C -2.7275 -2.1533 -3.4641
C -2.7031 -1.1087 -2.5461
H -4.7071 -1.8545 1.0500
H -7.1642 -1.7739 1.0067
H -8.3300 0.1274 -0.0680
H -7.0222 1.9522 -1.1020
H -4.5527 1.8823 -1.0654
H -2.5786 -2.9134 0.3435
H -2.6433 -4.8079 -1.3516
H -2.7381 -4.3003 -3.7485
H -2.7695 -1.9352 -4.5215
H -2.7330 -0.0869 -2.8996
N 0.5953 -4.4191 0.3851
C -0.5140 -4.4626 -0.4077
C -0.8421 -3.1454 -0.6309
N 0.0403 -2.3161 0.0052
C 0.8917 -3.1138 0.6051
H 1.1084 -5.2093 0.7442
H -0.9528 -5.3886 -0.7291
H -1.6863 -2.7310 -1.2393
H 1.7342 -2.8068 1.2054
```

Taken from the Mulliken analysis, the atomic charges in e are: 0.145, -0.835, 0.174, -1.022, 0.400, -0.399, -0.775, -0.163, -1.480, 1.008, -0.485, 0.134, -0.907, -1.025, 0.322, 0.286, 0.318, 0.375, 0.322, 0.334, 0.590, 0.635, 0.651, 0.798, 0.370, 0.320, 0.310, 0.301, 0.355, 0.345, -0.903, -0.723, 0.696, 0.595, -0.137, -0.869, -0.453, -0.805, -0.090, 1.215, -0.515, -0.914, -0.673, -1.045, -0.687, 0.327, 0.410, 0.407, 0.421, 0.453, 0.452, 0.914, 0.479, 0.443, 0.439, 0.018, -0.388, 0.112, 0.384, -0.891, 0.241, 0.457, -0.311, 0.539


Short version: F_max = 2.77 1.63 12.80 eV Å⁻¹, in the order given.